Record 1
{"formula": "C4H5N3", "method": "ωB97M-V/def2-TZVPD", "de_lowest_ev": 4.3255, "e_homo_ev": -10.242, "homo_lumo_gap_ev": 11.066, "total_charge": 0, "e_tot_ev": -8695.4868, "elements": ["C", "C", "C", "C", "N", "N", "N", "H", "H", "H", "H", "H"], "coordinates": [[1.75, -1.98, 0.71], [1.65, -0.74, 1.21], [-3.08, 2.24, -1.03], [-1.97, 1.90, -1.34], [0.74, -2.06, -0.27], [0.71, -0.11, 0.47], [0.14, -0.91, -0.36], [2.47, -2.77, 0.87], [2.37, -0.18, 1.82], [-4.11, 2.50, -0.93], [0.39, 0.84, 0.34], [-1.07, 1.28, -1.49]], "lowdin_charge": [-0.129, -0.130, -0.013, -0.031, -0.005, -0.029, -0.047, 0.097, 0.116, 0.018, 0.139, 0.011]}

Record 2
{"formula": "C4H5N3", "method": "ωB97M-V/def2-TZVPD", "de_lowest_ev": 1.2346, "e_homo_ev": -8.734, "homo_lumo_gap_ev": 9.617, "total_charge": 0, "e_tot_ev": -8698.5778, "elements": ["N", "C", "C", "N", "C", "N", "C", "H", "H", "H", "H", "H"], "coordinates": [[1.14, 1.65, 0.10], [0.58, 0.38, -0.09], [0.57, -0.59, 0.91], [-0.45, -1.44, 1.00], [-1.36, -1.37, 0.03], [-1.16, -0.81, -1.16], [-0.14, 0.03, -1.24], [1.18, 1.84, 1.09], [0.51, 2.33, -0.32], [1.36, -0.65, 1.65], [-2.34, -1.79, 0.24], [0.11, 0.44, -2.22]], "lowdin_charge": [0.088, -0.316, -0.104, 0.076, -0.244, 0.075, -0.101, 0.092, 0.095, 0.119, 0.103, 0.118]}

Record 3
{"formula": "C4H5N3", "method": "ωB97M-V/def2-TZVPD", "de_lowest_ev": 2.2173, "e_homo_ev": -11.023, "homo_lumo_gap_ev": 11.433, "total_charge": 0, "e_tot_ev": -8697.5951, "elements": ["C", "C", "C", "C", "N", "N", "N", "H", "H", "H", "H", "H"], "coordinates": [[0.20, 1.46, 0.55], [-1.19, 0.29, -0.99], [1.14, -0.48, -0.67], [-0.08, 0.20, -0.08], [0.44, 2.45, 1.07], [-2.10, 0.31, -1.68], [-0.66, -0.90, 1.14], [0.87, -1.50, -0.96], [1.50, 0.06, -1.55], [1.94, -0.52, 0.07], [-0.39, -0.47, 2.03], [-1.67, -0.88, 1.08]], "lowdin_charge": [-0.195, -0.199, -0.035, -0.443, 0.192, 0.195, 0.101, 0.092, 0.095, 0.092, 0.053, 0.051]}

Record 4
{"formula": "C4H5N3", "method": "ωB97M-V/def2-TZVPD", "de_lowest_ev": 3.7849, "e_homo_ev": -8.002, "homo_lumo_gap_ev": 8.668, "total_charge": 0, "e_tot_ev": -8696.0275, "elements": ["N", "C", "C", "C", "N", "C", "N", "H", "H", "H", "H", "H"], "coordinates": [[0.85, 2.84, 0.42], [0.12, 1.97, 0.24], [-0.83, 0.85, 0.07], [0.72, -1.28, -1.88], [0.61, -1.43, -0.63], [0.13, -1.36, 0.54], [-0.60, -0.25, 0.99], [-1.84, 1.23, 0.18], [-0.74, 0.47, -0.96], [1.72, -0.89, -2.12], [0.22, -2.19, 1.23], [-0.37, 0.03, 1.93]], "lowdin_charge": [0.140, -0.193, -0.193, 0.018, -0.072, -0.188, -0.016, 0.124, 0.100, 0.023, 0.130, 0.126]}

Record 5
{"formula": "C4H5N3", "method": "ωB97M-V/def2-TZVPD", "de_lowest_ev": 3.0746, "e_homo_ev": -9.343, "homo_lumo_gap_ev": 9.372, "total_charge": 0, "e_tot_ev": -8696.7377, "elements": ["C", "C", "C", "C", "H", "H", "H", "H", "H", "N", "N", "N"], "coordinates": [[1.13, 2.03, -0.62], [0.46, 0.81, -0.50], [-0.82, -0.99, -0.67], [-0.58, -0.70, 0.79], [-1.85, -1.24, -0.81], [-0.09, -1.83, -1.05], [-0.42, -1.58, 1.47], [-1.43, 0.04, 1.11], [1.52, 0.20, 1.52], [1.89, 2.95, -0.61], [-0.50, 0.31, -1.25], [0.70, -0.01, 0.62]], "lowdin_charge": [-0.120, -0.420, -0.238, -0.230, 0.090, 0.157, 0.124, 0.145, 0.260, 0.168, 0.088, -0.025]}

Record 6
{"formula": "C4H5N3O", "method": "ωB97M-V/def2-TZVPD", "de_lowest_ev": 4.7794, "e_homo_ev": -8.042, "homo_lumo_gap_ev": 8.743, "total_charge": 0, "e_tot_ev": -10742.8353, "elements": ["C", "C", "C", "C", "H", "H", "H", "H", "H", "N", "N", "N", "O"], "coordinates": [[-1.89, -0.31, -0.10], [0.36, -1.05, 0.12], [1.65, -0.90, -0.17], [1.30, 1.39, -0.03], [-2.50, 1.35, -0.14], [-1.91, -1.50, -0.05], [-0.12, -1.94, 0.15], [2.48, -1.50, -0.17], [1.82, 2.39, 0.14], [-2.82, 0.44, -0.07], [-0.54, 0.02, 0.31], [0.01, 1.31, -0.01], [2.16, 0.31, 0.00]], "lowdin_charge": [-0.289, -0.065, -0.120, -0.151, 0.027, 0.147, 0.063, 0.102, 0.161, 0.130, -0.092, 0.111, -0.024]}

Record 7
{"formula": "C4H5N3O", "method": "ωB97M-V/def2-TZVPD", "de_lowest_ev": 7.8034, "e_homo_ev": -9.379, "homo_lumo_gap_ev": 8.711, "total_charge": 0, "e_tot_ev": -10739.8113, "elements": ["C", "C", "C", "C", "H", "H", "H", "H", "H", "N", "N", "N", "O"], "coordinates": [[0.34, -0.54, -1.15], [1.67, -0.10, -1.18], [-0.69, 0.57, 0.69], [0.00, 1.82, 0.34], [-1.09, -1.99, 1.58], [-0.06, -1.21, -1.98], [2.30, 0.19, -0.35], [1.86, 0.19, -2.32], [-1.79, -0.26, 1.63], [-0.43, -0.58, 0.05], [-1.41, 0.73, 1.68], [0.68, 2.83, 0.64], [-1.38, -1.64, 0.38]], "lowdin_charge": [-0.150, 0.039, -0.530, -0.104, 0.300, 0.127, 0.052, 0.109, 0.061, -0.141, 0.174, 0.150, -0.086]}

Record 8
{"formula": "C4H5N3O", "method": "ωB97M-V/def2-TZVPD", "de_lowest_ev": 2.4354, "e_homo_ev": -9.208, "homo_lumo_gap_ev": 9.369, "total_charge": 0, "e_tot_ev": -10745.1793, "elements": ["C", "C", "C", "C", "H", "H", "H", "H", "H", "N", "N", "N", "O"], "coordinates": [[-1.12, -0.20, -0.01], [-0.41, 1.07, 0.03], [0.95, 1.01, -0.04], [1.53, -0.33, -0.03], [-2.85, -0.62, 0.92], [-2.69, -1.20, -0.60], [-0.96, 2.00, -0.07], [1.60, 1.86, -0.21], [3.28, 0.28, 0.11], [-2.51, -0.36, -0.05], [0.83, -1.47, 0.00], [-0.55, -1.40, -0.05], [2.89, -0.64, 0.01]], "lowdin_charge": [-0.397, 0.009, 0.000, -0.353, 0.113, 0.080, 0.107, 0.107, 0.126, 0.037, 0.080, 0.067, 0.023]}

Record 9
{"formula": "C4H5N3O", "method": "ωB97M-V/def2-TZVPD", "de_lowest_ev": 6.0269, "e_homo_ev": [-8.246, -8.245], "homo_lumo_gap_ev": [7.948, 7.947], "total_charge": 0, "e_tot_ev": -10741.5878, "elements": ["N", "C", "N", "C", "C", "C", "N", "O", "H", "H", "H", "H", "H"], "coordinates": [[-0.92, 0.38, -0.16], [1.74, -0.72, -0.50], [-2.10, 0.05, 0.49], [-0.50, -0.09, -1.33], [0.44, 0.81, 0.43], [1.44, -0.11, 0.74], [0.78, 0.19, -1.41], [2.43, -1.56, -0.97], [-2.48, 0.88, 0.95], [-1.94, -0.68, 1.18], [-1.15, -0.60, -2.04], [0.33, 1.77, 0.93], [1.92, -0.30, 1.70]], "lowdin_charge": [-0.144, -0.437, 0.084, -0.157, -0.035, -0.059, 0.122, 0.097, 0.088, 0.093, 0.140, 0.117, 0.091]}

Record 10
{"formula": "C4H5N3O", "method": "ωB97M-V/def2-TZVPD", "de_lowest_ev": 7.3588, "e_homo_ev": -8.550, "homo_lumo_gap_ev": 9.086, "total_charge": 0, "e_tot_ev": -10740.2559, "elements": ["C", "C", "C", "C", "H", "H", "H", "H", "H", "N", "N", "N", "O"], "coordinates": [[-0.89, -0.19, 0.13], [0.98, 0.83, -0.18], [2.19, -0.03, 0.04], [0.35, -0.38, -0.01], [-2.07, -2.10, 0.41], [-2.52, -0.85, -1.20], [-1.99, 1.77, 0.21], [2.49, 0.03, 1.18], [3.29, 0.04, -0.45], [-2.14, -0.95, 0.00], [-1.11, 1.22, 0.11], [0.05, 1.81, -0.13], [1.36, -1.19, -0.11]], "lowdin_charge": [-0.326, -0.151, -0.098, -0.374, 0.167, 0.188, 0.170, 0.155, 0.160, -0.028, 0.018, 0.058, 0.061]}